The following is a quantum chemistry calculation of the molecule C4H13N3P2 in a non-equilibrium geometry, from the Open Molecules 2025 dataset.

```
22
Properties=species:S:1:pos:R:3:forces:R:3:mulliken_charge:R:1
P 0.0179 -0.1787 -1.4761 -0.013 -0.016 -1.016 -0.2916
P 0.3104 1.7757 0.7198 -0.253 0.905 -0.474 -0.0579
N 1.4384 -0.5021 -0.6366 -0.278 0.798 0.886 0.1430
N -1.6440 -1.2730 0.9746 -1.602 -3.136 -4.330 -0.5186
N -0.6660 1.0150 -0.4759 0.231 -0.633 -0.071 0.1520
C 2.6613 -0.8174 -1.3900 -3.073 1.166 -1.255 -0.9136
C 1.3084 -0.9838 0.7534 -1.147 -1.582 -1.020 -0.8567
C -2.0654 0.9540 -0.1607 1.744 0.078 0.335 -0.8594
C -2.3105 -0.1394 0.9997 -1.011 3.813 0.817 -0.5012
H 3.4229 -0.0871 -1.1901 0.561 0.165 -0.122 0.2485
H 1.2560 2.2597 -0.2183 0.168 0.158 0.238 0.0434
H 0.1019 -0.9246 0.9912 2.954 -0.387 -0.111 0.2653
H 1.9475 -0.4299 1.4657 -0.316 -0.500 -0.246 0.2732
H -0.5475 2.8976 0.5576 0.439 0.485 0.553 0.0468
H 1.5953 -2.0861 0.5930 -0.312 1.218 1.302 0.4331
H -2.3164 1.9711 0.1830 -0.627 -0.571 0.068 0.3673
H -3.4269 -0.1185 1.0764 0.415 -0.401 0.969 0.3399
H 2.2661 -0.8011 -2.4544 1.266 0.127 0.877 0.3178
H -1.7544 0.4229 1.7868 -0.914 0.312 0.513 0.3819
H -2.5650 0.7264 -1.0702 -0.951 -0.386 -0.645 0.3873
H -1.9398 -1.8813 0.1214 1.673 0.116 2.374 0.2849
H 2.9096 -1.7993 -1.1505 1.048 -1.730 0.356 0.3146
```
Positions in Å, forces in eV/Å.

Values from the calculation:
* LUMO energy (alpha / beta): 0.0366 / -0.0983 hartree
* HOMO-LUMO gap (alpha / beta): 7.03 / 5.42 eV
* energy relative to the best compared isomer or geometry (same formula, charge and spin): 2.473 eV
* multiplicity: 3
* molecular weight: 165.12 Da
* <S²>: 2.01
* total charge: 0